(1)
DFT (wB97M-V/def2-TZVPD) results for a cluster of 2 separate species, C8H19NSi2 in total at a distorted geometry.

Summary:
* ΔE to the lowest compared entry with this formula, charge and spin: 3.760 eV
* Kohn-Sham gap: 8.4286 eV
* SMILES: C=C[Si](=C)C=C.C[Si](C)(C)N

```
! RIJCOSX wB97M-V def2-TZVPD def2/J DEFGRID3
* xyz 0 1
Si 1.053 -1.868 -1.210
Si -1.439 2.642 1.194
N -0.013 -0.578 -1.641
C -1.673 3.932 2.550
C -2.741 4.030 3.274
C -0.941 0.647 3.021
C 0.614 -3.490 -2.092
C 2.717 -1.129 -1.606
C -1.117 2.788 -0.555
C -1.796 0.963 2.016
C 1.162 -2.333 0.694
H 0.572 -3.182 0.930
H 2.076 -2.687 1.054
H -0.891 -0.306 3.527
H 0.908 -1.458 1.306
H -1.002 -0.648 -1.910
H -2.528 0.140 1.667
H -3.655 3.511 3.127
H -0.931 3.708 -1.050
H 2.592 -0.116 -2.105
H -0.423 -3.662 -2.149
H -0.733 4.386 2.997
H -0.849 1.904 -1.104
H -0.358 1.436 3.461
H -2.646 4.525 4.217
H 0.407 0.059 -2.299
H 3.213 -1.725 -2.247
H 0.835 -4.332 -1.494
H 3.296 -0.963 -0.672
H 1.182 -3.486 -3.105
*
```


(2)
DFT (wB97M-V/def2-TZVPD) results for the molecule C4H8S at a distorted geometry.

Summary:
* ΔE to the lowest compared entry with this formula, charge and spin: 0.589 eV
* Kohn-Sham gap: 9.9592 eV
* SMILES: SCC1CC1

```
! RIJCOSX wB97M-V def2-TZVPD def2/J DEFGRID3
* xyz 0 1
S 0.771 -1.523 -0.788
C -0.033 0.960 0.124
C -0.172 0.676 1.573
C -1.092 1.693 0.930
C -0.401 -0.152 -0.873
H 1.944 -0.898 -1.260
H -0.579 -0.293 1.880
H -2.135 1.485 0.754
H -1.354 -0.633 -0.619
H -0.950 2.818 1.169
H -0.448 0.189 -1.887
H 0.638 0.994 2.235
H 0.735 1.639 -0.192
*
```


(3)
DFT (wB97M-V/def2-TZVPD) results for a cluster of 4 separate species, C4H14O4 in total at a distorted geometry.

Summary:
* ΔE to the lowest compared entry with this formula, charge and spin: 0.761 eV
* Kohn-Sham gap: 9.7677 eV
* SMILES: C/C=C/CO.O.O.O

```
! RIJCOSX wB97M-V def2-TZVPD def2/J DEFGRID3
* xyz 0 1
O -1.439 -0.026 -0.530
O -0.232 2.648 2.692
O -2.118 0.861 1.850
O -0.025 2.364 -0.414
C 0.238 -1.864 -0.637
C 1.256 -1.118 -1.026
C -1.235 -1.424 -0.653
C 2.614 -1.696 -1.350
H -1.531 -1.635 -1.683
H 0.445 2.022 2.964
H -0.430 1.484 -0.564
H -2.704 1.424 1.335
H 0.254 -2.951 -0.588
H -1.413 1.468 2.195
H -1.608 0.173 0.420
H 2.886 -2.324 -0.494
H 1.167 -0.075 -1.298
H 2.756 -2.388 -2.186
H 0.233 3.043 1.941
H -0.763 2.944 -0.611
H 3.388 -0.942 -1.493
H -1.741 -1.988 0.129
*
```


(4)
DFT (wB97M-V/def2-TZVPD) results for a cluster of 8 separate species, C16H50N2O12 in total at a distorted geometry.

Summary:
* ΔE to the lowest compared entry with this formula, charge and spin: 0.543 eV
* Kohn-Sham gap: 9.0906 eV
* SMILES: COCCNCCOC.COCCNCCOC.OCCO.OCCO.O.O.O.O

```
! RIJCOSX wB97M-V def2-TZVPD def2/J DEFGRID3
* xyz 0 1
O -16.726 -1.581 -19.362
O -16.479 -2.408 -22.166
O -13.611 3.473 -16.458
O -17.762 1.477 -23.046
O -11.803 2.276 -18.554
O -14.387 2.951 -20.391
O -16.585 -2.279 -16.676
O -12.325 1.006 -21.044
O -18.696 -1.796 -27.249
O -16.876 3.301 -19.069
O -20.654 -3.494 -21.121
O -18.367 0.390 -20.505
N -19.098 3.211 -20.957
N -21.240 -2.497 -24.607
C -17.568 4.489 -19.423
C -18.957 -2.798 -28.220
C -13.708 0.842 -21.271
C -14.424 2.151 -21.576
C -21.309 -3.350 -23.412
C -19.815 -2.954 -20.112
C -13.833 2.259 -17.191
C -19.786 -1.619 -26.363
C -18.237 4.395 -20.815
C -12.495 1.652 -17.489
C -19.508 3.000 -22.342
C -17.917 0.401 -23.958
C -17.525 2.600 -18.010
C -19.942 -2.681 -25.266
C -20.217 -3.024 -22.397
C -18.426 2.688 -23.382
H -13.842 0.157 -22.114
H -18.904 2.673 -24.363
H -15.476 1.936 -21.800
H -20.231 2.174 -22.341
H -18.004 -2.960 -28.731
H -12.628 0.594 -17.711
H -19.675 -1.874 -20.180
H -11.772 3.228 -18.420
H -14.171 0.366 -20.401
H -22.233 -3.210 -22.846
H -17.776 0.615 -25.020
H -19.296 -3.763 -27.840
H -14.410 3.712 -15.983
H -20.742 -1.534 -26.898
H -11.879 1.741 -16.589
H -16.980 -2.332 -15.798
H -20.068 3.855 -22.739
H -12.208 1.601 -20.281
H -19.229 -3.457 -22.572
H -16.683 -1.735 -18.397
H -19.100 -2.513 -24.594
H -14.408 1.556 -16.583
H -17.163 -0.344 -23.696
H -18.795 5.317 -20.982
H -17.933 0.434 -21.377
H -21.317 -4.424 -23.636
H -19.585 -0.659 -25.885
H -17.460 -0.953 -19.494
H -16.616 -3.185 -17.014
H -16.274 -3.339 -22.042
H -18.279 4.869 -18.689
H -17.689 3.491 -23.290
H -20.252 -3.241 -19.159
H -19.311 0.353 -20.706
H -17.381 4.396 -21.501
H -19.646 -2.390 -28.968
H -18.840 -3.431 -20.250
H -17.489 3.145 -17.065
H -19.826 -3.681 -25.701
H -21.915 -2.924 -25.236
H -20.113 -1.935 -22.318
H -16.975 1.661 -17.941
H -18.561 2.386 -20.691
H -15.285 3.080 -20.051
H -16.310 -2.003 -21.297
H -16.788 5.242 -19.563
H -18.901 -0.059 -23.817
H -18.550 2.340 -18.283
H -14.400 2.437 -18.108
H -14.031 2.690 -22.440
*
```


(5)
DFT (wB97M-V/def2-TZVPD) results for a structure of composition C27H19ClIN4O5PbS.

Summary:
* ΔE to the lowest compared entry with this formula, charge and spin: 0.088 eV
* Kohn-Sham gap: 7.0062 eV

```
! RIJCOSX wB97M-V def2-TZVPD def2/J DEFGRID3
* xyz -1 1
Pb -0.145 0.332 -0.444
I 4.163 -3.418 -3.071
Cl -2.875 -3.616 4.655
S 0.068 3.076 -1.124
O -3.388 -5.741 2.610
O -2.453 -5.817 0.605
O -1.429 1.850 1.157
O -0.064 -2.369 -0.739
O -0.990 -4.392 -0.766
N -1.728 3.092 0.890
N -1.270 -2.141 3.104
N 1.810 0.069 -2.264
N -0.762 -2.042 1.860
C 3.425 -0.842 2.151
C -3.061 4.965 1.515
C -1.983 -3.941 2.027
C 2.511 1.067 -2.790
C 4.028 0.343 2.546
C -1.173 -3.108 1.202
C 2.383 1.569 1.289
C -2.645 3.675 1.694
C 3.723 0.870 -3.430
C -2.670 -5.244 1.769
C -2.509 5.701 0.465
C -0.780 0.151 3.669
C 4.226 -0.417 -3.524
C 1.756 0.391 0.886
C -1.144 3.778 -0.137
C -0.707 -3.298 -0.228
C -2.010 -3.264 3.230
C -0.611 -1.541 5.377
C 3.482 -1.448 -2.977
C 2.276 -1.172 -2.354
C -0.084 0.752 5.892
C 2.302 -0.814 1.333
C 3.505 1.551 2.111
C -0.210 -0.573 6.284
C -0.905 -1.169 4.074
C -0.364 1.106 4.580
C -1.569 5.105 -0.335
H 4.898 0.325 3.192
H 2.091 2.058 -2.684
H -0.256 2.130 4.250
H -0.668 -2.577 5.683
H 0.025 -0.867 7.297
H 3.970 2.483 2.413
H 1.837 -1.749 1.047
H -3.799 5.379 2.183
H -1.109 5.637 -1.155
H 0.242 1.500 6.602
H 1.658 -1.948 -1.911
H -1.799 -5.276 0.014
H -3.008 3.020 2.471
H 4.267 1.709 -3.839
H -1.002 0.433 2.651
H 5.174 -0.613 -4.006
H 3.825 -1.792 2.488
H 1.989 2.523 0.961
H -2.816 6.720 0.280
*
```


(6)
DFT (wB97M-V/def2-TZVPD) results for a structure of composition C46H51F9N2O2P2ReSi at a distorted geometry.

Summary:
* ΔE to the lowest compared entry with this formula, charge and spin: 2.324 eV
* Kohn-Sham gap (alpha / beta): 5.3755 / 6.5631 eV

```
! RIJCOSX wB97M-V def2-TZVPD def2/J DEFGRID3
* xyz 0 4
Re -0.337 -1.047 0.005
P -1.584 -0.483 2.052
P -2.375 -0.994 -1.267
Si 2.314 -0.110 -2.737
F -8.085 -2.263 2.208
F 2.244 -3.227 6.696
F 0.530 -3.768 7.861
F -8.345 -0.351 1.110
F 1.175 -5.082 6.253
F -2.386 5.634 4.303
F -0.350 6.151 3.566
F -8.258 -0.315 3.234
F -0.679 5.339 5.607
O -0.407 -3.038 0.324
O 0.055 -4.886 1.471
N 2.759 2.770 -1.928
N 1.507 -1.669 1.186
C 5.221 -2.920 -1.647
C 0.903 -1.024 -1.717
C -5.640 0.475 2.233
C -2.884 -2.813 -1.307
C -3.981 -1.823 2.023
C 0.466 -1.601 5.457
C 3.650 5.053 -1.635
C 0.427 -3.809 1.072
C 3.736 -1.364 -2.803
C 1.708 -0.159 -4.488
C 5.397 -2.699 -4.057
C 3.096 1.404 -1.687
C 3.267 3.723 -0.973
C 0.205 -2.934 5.616
C 4.314 -1.851 -4.037
C 1.781 0.857 -5.506
C -5.355 -1.937 2.095
C -1.730 2.904 4.433
C 4.136 -2.052 -1.671
C -1.089 -2.774 3.544
C -1.285 1.202 2.662
C 0.021 -0.819 4.389
C 5.929 -3.164 -2.825
C 0.449 1.718 0.918
C 1.787 -3.123 1.234
C -0.586 -3.531 4.615
C -4.008 -0.108 -1.193
C 0.991 -1.324 -4.873
C -0.943 3.853 3.783
C 0.620 -1.530 -6.226
C -4.200 0.587 2.195
C -1.069 5.218 4.293
C -6.195 -0.780 2.172
C -3.395 -0.550 2.079
C -2.108 -0.649 -3.088
C 0.895 -0.590 -7.195
C -0.848 -1.378 3.429
C -7.696 -0.922 2.181
C 2.387 5.666 -2.228
C 1.458 0.625 -6.841
C 1.014 -3.777 6.610
C 1.231 4.608 -2.393
C -1.904 1.631 3.836
C -0.164 3.356 2.724
C -0.342 2.098 2.140
C 1.671 3.202 -2.819
H -1.477 0.237 -3.372
H 3.670 -1.838 -0.741
H 1.510 1.557 1.164
H 4.193 1.282 -1.828
H 3.030 1.217 -0.556
H 1.040 -1.147 6.242
H -2.279 3.195 5.383
H -3.094 -0.406 -3.530
H 2.401 -3.374 0.363
H -4.679 -0.681 -1.867
H -2.674 0.964 4.267
H -3.396 -2.769 1.878
H -0.768 -4.595 4.660
H 2.301 -3.397 2.200
H 2.471 4.042 -0.266
H 4.436 4.978 -2.433
H -1.687 -3.237 2.826
H 0.724 -0.820 -8.260
H 6.927 -3.693 -2.894
H 0.864 2.447 -2.777
H 2.156 1.832 -5.214
H -3.832 -2.907 -1.865
H -6.225 1.366 2.278
H 0.002 -0.799 -2.296
H 4.098 3.336 -0.368
H 0.371 2.542 0.178
H 5.500 -3.356 -0.647
H -3.848 0.903 -1.623
H 2.512 6.220 -3.135
H 0.692 -2.016 -4.080
H 3.996 -1.411 -4.953
H 0.179 0.712 0.357
H -3.758 1.579 2.214
H -2.131 -3.465 -1.791
H 0.651 4.573 -1.464
H -3.002 -3.235 -0.359
H 5.835 -2.898 -5.053
H 4.064 5.741 -0.862
H 1.957 6.374 -1.503
H -1.666 -1.522 -3.619
H 1.132 -2.121 -1.952
H 0.071 -2.449 -6.479
H 0.600 4.013 2.334
H 2.414 -1.238 1.037
H 0.306 0.226 4.447
H -4.422 -0.096 -0.172
H -5.832 -2.944 2.162
H 0.583 5.012 -3.207
H 2.107 3.174 -3.869
H 1.312 -1.393 2.167
H 1.546 1.444 -7.587
*
```